The following is a quantum chemistry calculation of the ion C16H36N3O2P2 with charge -1 in a non-equilibrium geometry, from the Open Molecules 2025 dataset.

- LUMO level (eV) = 2.7
- charge = -1
- energy (eV) = -44309.7032
- orbital gap (eV) = 6.31
- HOMO energy (Ha) = -0.1335

Each line ends with the Löwdin charge.
CARTESIAN COORDINATES (ANGSTROEM)
C -4.118184 -2.596217 -1.134137  0.01
C -3.574096 -1.468033 -0.787814  -0.19
C -2.925342 0.022686 -0.799581  -0.35
P -1.124491 -0.104128 -1.473577  0.33
N -0.417278 -0.394160 0.174745  -0.15
C 0.658670 -0.471479 -2.167467  -0.37
C 1.127668 -2.007029 -1.866672  -0.23
C 2.661289 -1.983660 -1.284583  -0.21
C 2.732114 -1.734180 0.301787  -0.19
C 2.299099 -2.989821 1.213199  -0.23
O 1.766464 -4.130307 0.478734  -0.25
C 0.397001 -4.321269 0.991419  -0.13
C -0.793461 1.765673 -1.431810  -0.34
C -1.702038 2.703182 -0.513071  -0.26
C -1.466912 2.573597 1.083241  -0.19
C -0.075888 3.305634 1.456032  -0.18
N 1.012571 2.378976 1.921665  -0.16
C 2.326510 2.662925 1.239120  -0.12
C 1.278809 2.594360 3.382478  -0.39
C 0.532408 1.604338 4.395561  -0.01
O 2.057668 3.538328 3.707489  0.01
P -1.796449 -0.088063 -3.611243  0.57
N -3.384828 -0.274522 -3.808333  -0.41
H -4.425519 -3.699177 -1.229192  0.02
H -3.592511 0.775213 -1.378295  0.07
H -2.996398 0.360762 0.306406  0.06
H -1.341345 -1.537347 -1.532747  -0.01
H 0.151467 0.404969 0.486796  0.00
H -1.141613 -0.665596 0.852563  0.02
H 1.469191 0.187106 -1.681306  0.05
H 0.728053 -0.250565 -3.310877  0.05
H 1.178665 -2.572007 -2.862424  0.10
H 0.510725 -2.516774 -1.051903  0.06
H 3.282266 -1.144721 -1.786620  0.10
H 3.214926 -2.979343 -1.489641  0.10
H 3.829320 -1.471865 0.585128  0.10
H 2.108749 -0.826488 0.657276  0.08
H 1.521405 -2.714205 2.026631  0.11
H 3.247876 -3.367369 1.768344  0.12
H -0.232859 -3.346545 0.899311  0.09
H -0.159666 -5.090356 0.320907  0.10
H 0.482317 -4.678622 2.077566  0.09
H -0.830305 2.212302 -2.506854  0.06
H 0.306704 1.941201 -1.090568  0.07
H -2.824096 2.763335 -0.809900  0.10
H -1.330452 3.789457 -0.746707  0.10
H -2.303619 3.218453 1.574415  0.11
H -1.586155 1.523329 1.507901  0.08
H 0.372177 3.922024 0.581740  0.12
H -0.277880 4.040110 2.335932  0.13
H 2.374048 2.226858 0.165047  0.09
H 3.231287 2.220589 1.799536  0.10
H 2.509156 3.797654 1.126505  0.09
H 1.200421 1.401940 5.302220  0.08
H -0.502796 2.038178 4.665512  0.09
H 0.332333 0.596582 3.869741  0.09
H -1.360961 1.090889 -4.316002  -0.06
H -1.158371 -1.213465 -4.261942  -0.02
H -3.515160 -1.154199 -4.360042  -0.07

Atoms 1-2, force components in eV/Å:
C 2.5549 3.7670 2.1758
C -2.1511 -3.0051 -2.6335